*1*
Entry from the OMol25 dataset: a cluster of 2 separate species, C6H9N2S in total (ωB97M-V with the def2-TZVPD basis set).

Output
HOMO energy (alpha / beta), eV: -13.2 / -13.3

Geometry as ORCA input:
```
! wB97M-V def2-TZVPD RIJCOSX def2/J DEFGRID3
* xyz 1 1
C -1.7338 1.4531 -0.5195
C -2.0383 0.2977 0.1333
C 0.1285 0.6721 0.3474
C 3.9228 -1.3139 -0.6895
C 3.4950 -0.6413 0.3848
C -3.3177 -0.4232 0.2989
N -0.8457 -0.1674 0.6590
N -0.3816 1.6531 -0.3758
S 2.8720 0.9573 0.2531
H -2.3578 2.1195 -1.0738
H 4.3912 -2.2795 -0.5992
H 3.8349 -0.9000 -1.6818
H 3.5857 -1.0379 1.3870
H -3.3321 -1.3163 -0.3261
H -3.4674 -0.7261 1.3321
H -4.1406 0.2191 -0.0004
H -0.7517 -1.0044 1.2125
H 0.1367 2.4384 -0.7422
*
```



*2*
Entry from the OMol25 dataset: a structure of composition C6H9N2S (ωB97M-V with the def2-TZVPD basis set).

Output
HOMO energy, eV: -14.8

Geometry as ORCA input:
```
! wB97M-V def2-TZVPD RIJCOSX def2/J DEFGRID3
* xyz 1 1
C 0.3379 1.3361 -1.6762
C 1.2209 0.8109 0.2950
C -0.3923 -2.0159 -0.6211
C -0.7765 -0.7778 -0.4297
C 1.3840 0.0875 1.5633
C -1.9726 -0.1761 0.2143
N 1.0698 2.3710 -1.5430
N 0.3535 0.4244 -0.6416
S 1.8650 2.3220 -0.1009
H -0.1372 1.1611 -2.6986
H 0.6136 -2.4965 -0.7978
H -1.0781 -2.7861 -0.6134
H 0.4432 0.0860 2.0225
H 1.8358 -0.9341 1.5354
H 2.0330 0.4708 2.2348
H -1.7438 0.9479 0.5091
H -2.8988 -0.1752 -0.4584
H -2.1573 -0.6561 1.2064
*
```



What should be chosen as the most stable of them? Choose *2*.



*1*
Entry from the OMol25 dataset: an isolated molecule of C21H26N4O5S (ωB97M-V with the def2-TZVPD basis set).

Output
HOMO energy, eV: -8.5
SMILES: CCN(CC)S(=O)(=O)c1ccc(C(=O)NCC(=O)N/N=C/c2ccccc2OC)cc1

Geometry as ORCA input:
```
! wB97M-V def2-TZVPD RIJCOSX def2/J DEFGRID3
* xyz 0 1
C 5.2064 -3.7507 5.4756
H 6.0063 -3.0184 5.4102
H 4.7305 -3.6722 6.4497
H 5.6321 -4.7461 5.3734
C 4.1876 -3.4769 4.3719
N 4.7642 -3.5581 3.0515
S 5.5056 -2.2313 2.3991
O 6.7097 -2.6366 1.7321
O 5.5696 -1.2110 3.4033
C 4.3110 -1.7397 1.1547
C 4.4527 -2.1862 -0.1454
C 3.4881 -1.8588 -1.0808
C 2.3785 -1.1020 -0.7108
C 2.2623 -0.6389 0.5981
C 3.2331 -0.9617 1.5307
H 3.1797 -0.6017 2.5458
H 1.4389 -0.0035 0.8899
C 1.3792 -0.7706 -1.7730
O 1.6838 -0.6557 -2.9448
N 0.1015 -0.6618 -1.3422
H -0.1143 -0.6292 -0.3542
C -0.9425 -0.1458 -2.1871
C -1.7898 0.8283 -1.3663
O -1.6619 0.9356 -0.1702
N -2.6880 1.5164 -2.1198
N -3.5376 2.4062 -1.5730
C -4.3466 3.0285 -2.3316
C -5.2782 3.9971 -1.8021
C -5.3055 4.2865 -0.4381
C -6.1909 5.2130 0.0720
C -7.0645 5.8645 -0.7835
C -7.0573 5.5947 -2.1416
C -6.1704 4.6632 -2.6684
O -6.0964 4.3365 -3.9880
C -6.9623 4.9759 -4.8955
H -8.0115 4.7673 -4.6647
H -6.7204 4.5611 -5.8730
H -6.7990 6.0578 -4.9124
H -7.7493 6.1180 -2.7822
H -7.7620 6.5924 -0.3963
H -6.2035 5.4302 1.1287
H -4.6109 3.7615 0.1975
H -4.3704 2.8581 -3.4135
H -2.7133 1.3651 -3.1325
H -0.4790 0.3431 -3.0501
H -1.5858 -0.9587 -2.5507
H 3.5750 -2.1776 -2.1085
H 5.3236 -2.7668 -0.4052
C 4.9586 -4.8394 2.4208
C 3.7163 -5.3008 1.6594
H 3.9121 -6.2557 1.1790
H 2.8746 -5.4202 2.3376
H 3.4450 -4.5730 0.8987
H 5.2316 -5.5860 3.1736
H 5.7999 -4.7222 1.7358
H 3.8021 -2.4629 4.4852
H 3.3517 -4.1806 4.4315
*
```



*2*
Entry from the OMol25 dataset: an isolated molecule of C21H26N4O5S (ωB97M-V with the def2-TZVPD basis set).

Output
HOMO energy, eV: -8.0
SMILES: CCOC(CCn1c(SCC(=O)Nc2cc(C)on2)nc2ccccc2c1=O)OCC

Geometry as ORCA input:
```
! wB97M-V def2-TZVPD RIJCOSX def2/J DEFGRID3
* xyz 0 1
C -0.5513 1.9066 0.9006
C 0.3137 0.8909 1.8144
H 1.4387 0.9197 1.4957
H 0.3039 1.2340 2.7593
O -0.1168 -0.5883 1.5171
C -0.9810 -0.7695 2.5421
O -0.5456 -0.4476 3.8247
C 0.8546 -1.3921 4.1793
C 1.4772 -0.6753 5.3768
H 1.5928 0.3917 5.2194
H 2.5098 -1.0671 5.7773
H 0.8573 -0.6707 6.1914
H 1.3425 -1.3776 3.2720
H 0.6424 -2.3119 4.5190
C -1.2158 -2.4139 2.2743
H -1.6741 -2.6045 3.2113
H -0.4876 -2.7963 2.0337
C -2.3452 -2.3912 1.1973
N -1.9944 -1.7092 0.1893
C -1.0298 -1.7086 -0.7609
N -0.7586 -1.1980 -1.9102
C -1.5049 0.1417 -2.1311
C -1.2232 0.7863 -3.1876
C -2.0809 2.0009 -3.5047
C -2.9500 1.9507 -2.7019
C -3.4616 1.3486 -1.5120
C -2.8313 0.2475 -1.3625
C -2.7942 -0.5507 -0.0075
O -3.8568 -0.1866 0.6484
H -4.3433 1.6741 -0.8986
H -3.6708 2.9717 -2.8932
H -1.8621 2.3129 -4.4756
H -0.4599 0.4464 -3.8258
S -0.0568 -3.2043 -0.5910
C 0.9664 -3.0507 -2.0893
C 1.6354 -1.6130 -2.2580
O 1.6121 -1.4806 -3.5798
N 1.8957 -0.6836 -1.2493
C 2.4869 0.3813 -1.4229
N 2.9906 1.1305 -0.3646
O 3.1466 2.3100 -0.6729
C 3.1856 2.6051 -2.0936
C 2.5946 1.2329 -2.6748
H 2.2470 0.9437 -3.6872
C 3.6560 3.5790 -2.8161
H 4.4508 3.7661 -2.3557
H 3.3355 3.4849 -3.7796
H 2.7021 4.3672 -2.3514
H 1.9100 -1.3529 -0.3632
H 1.9732 -3.5982 -1.9402
H 0.4674 -3.4937 -2.8328
H -2.2576 -3.5677 0.9212
H -3.2622 -2.3550 1.7624
H -1.9535 -0.1658 2.6319
H -0.5555 1.6251 -0.1141
H -1.5435 1.9509 1.2702
H -0.2207 2.8240 0.8792
*
```



What should be chosen as the most stable of them? Choose *1*.



*1*
Entry from the OMol25 dataset: the ion C5H13N2S with charge +1 (ωB97M-V with the def2-TZVPD basis set).

Output
HOMO energy, eV: -12.5
SMILES: C[C@]1(N)CSC[C@H]1[NH3+]

Geometry as ORCA input:
```
! wB97M-V def2-TZVPD RIJCOSX def2/J DEFGRID3
* xyz 1 1
C 0.2902 1.9852 0.4421
C 1.4913 -0.3844 0.6008
C -0.5392 0.8771 -0.2622
C 0.0420 -0.5615 0.2180
C -0.7288 -1.1367 1.4358
N -0.4356 0.8877 -1.7029
N -0.0860 -1.4732 -1.0006
S 1.9916 1.3636 0.4869
H 0.2844 2.8745 -0.1543
H -0.0869 2.0627 1.4483
H 1.5332 -0.7229 1.6301
H 2.2154 -0.9973 0.0004
H -1.5195 0.9493 -0.0187
H -1.5896 -1.6524 1.0764
H -0.9835 -0.3526 2.1860
H -0.0321 -1.7847 1.8868
H 0.4194 1.0646 -2.3162
H -1.2529 1.3718 -2.1135
H -1.1091 -1.8889 -0.9004
H 0.5549 -2.1577 -1.2299
H -0.4593 -0.3242 -1.7127
*
```



*2*
Entry from the OMol25 dataset: a cluster of 2 separate species, C5H13N2S in total (ωB97M-V with the def2-TZVPD basis set).

Output
HOMO energy, eV: -12.4

Geometry as ORCA input:
```
! wB97M-V def2-TZVPD RIJCOSX def2/J DEFGRID3
* xyz 1 1
C 4.5848 0.1013 -0.3866
C 3.1254 0.4443 -0.5845
C -3.5241 0.5349 0.2249
C -0.9662 -1.4197 0.6381
C -2.2150 0.5417 -0.2561
N -1.7124 0.7281 -1.3900
N -1.1729 0.0398 0.6812
S 2.1803 -0.0047 0.6049
H 4.6999 0.0382 0.6723
H 5.2527 0.8549 -0.8137
H 2.8205 0.9845 -1.5396
H -4.4085 0.8674 -0.4028
H -3.3737 1.2689 1.0419
H -3.6736 -0.4088 0.6654
H -1.8136 -2.0568 0.9443
H -0.8051 -1.8759 -0.4584
H -0.0977 -1.7256 1.2095
H -2.2435 1.1131 -2.1381
H 4.9053 -0.8308 -0.8203
H -1.3272 0.2591 1.6527
H -0.2356 0.5461 0.4548
*
```



What should be chosen as the most stable of them? Choose *1*.



*1*
Entry from the OMol25 dataset: a cluster of 3 separate species, C3H11NS in total (ωB97M-V with the def2-TZVPD basis set).

Output
HOMO energy, eV: -8.8

Geometry as ORCA input:
```
! wB97M-V def2-TZVPD RIJCOSX def2/J DEFGRID3
* xyz 0 1
C 1.9805 -0.1433 0.6822
C 1.1226 -0.7404 -0.4313
N -0.1420 -1.2469 0.0700
C -1.0633 -1.7265 -1.0347
H 2.1909 -0.8636 1.4906
H 2.9393 0.2918 0.4129
H 1.3921 0.6638 1.1551
H 0.9128 0.0547 -1.1595
H 1.7216 -1.5279 -0.8934
H -0.5695 -0.3637 0.5080
H -0.4414 0.6684 1.9850
H -1.0688 -0.9716 -1.8323
H -2.0673 -1.9063 -0.6119
H -0.6433 -2.6781 -1.3722
S -0.8787 1.7790 0.2161
H -1.5511 2.5583 1.0724
*
```



*2*
Entry from the OMol25 dataset: a cluster of 2 separate species, C3H11NS in total (ωB97M-V with the def2-TZVPD basis set).

Output
HOMO energy, eV: -8.8
SMILES: CCN.CS

Geometry as ORCA input:
```
! wB97M-V def2-TZVPD RIJCOSX def2/J DEFGRID3
* xyz 0 1
C 0.9050 1.2680 5.4834
S 0.6361 -0.4159 5.3123
H 1.7317 1.7360 4.8522
H 1.2875 1.2996 6.5775
H -0.0809 1.8246 5.4327
C -0.5001 0.2870 -2.3125
C -0.2599 -0.3890 -3.8482
N -0.2188 -1.8380 -3.8059
H -0.3529 -0.3729 -1.3617
H -1.6008 0.4298 -2.3205
H 0.1002 1.1859 -2.1784
H 0.8775 -0.2087 -4.1097
H -0.7642 -0.0045 -4.8443
H -0.9852 -2.2182 -3.3997
H -0.1150 -1.9827 -4.8325
H -0.6602 -0.6011 5.3553
*
```



What should be chosen as the most stable of them? Choose *2*.



*1*
Entry from the OMol25 dataset: a cluster of 3 separate species, CH5O4 in total (ωB97M-V with the def2-TZVPD basis set).

Output
HOMO energy, eV: -4.7

Geometry as ORCA input:
```
! wB97M-V def2-TZVPD RIJCOSX def2/J DEFGRID3
* xyz -1 1
O -0.2957 -1.2166 1.9892
C 0.1963 -0.0841 1.9172
O 0.0715 0.7839 0.9923
H 1.0198 0.2955 2.6308
H -0.4787 -0.3871 -0.1999
H -0.3711 -1.7316 -0.0947
O -0.8368 -1.1368 -0.6345
H 0.0808 1.3479 -1.4556
H 0.5047 0.6614 -2.6790
O 0.1091 1.4674 -2.4659
*
```



*2*
Entry from the OMol25 dataset: a cluster of 3 separate species, CH5O4 in total (ωB97M-V with the def2-TZVPD basis set).

Output
HOMO energy, eV: -5.0

Geometry as ORCA input:
```
! wB97M-V def2-TZVPD RIJCOSX def2/J DEFGRID3
* xyz -1 1
O -0.0918 0.3540 -0.5074
C -0.4318 0.0708 0.6651
O 0.1966 -0.3913 1.6425
H -1.5210 0.2389 0.8718
H 1.5208 0.5219 1.4671
H 2.6856 0.7779 0.5259
O 2.3932 1.0345 1.4114
H -1.0488 -0.6162 -1.5140
H -2.1370 -0.6844 -2.5153
O -1.5659 -1.3061 -2.0472
*
```



What should be chosen as the most stable of them? Choose *2*.



*1*
Entry from the OMol25 dataset: a structure of composition C5H15N3O (ωB97M-V with the def2-TZVPD basis set).

Output
HOMO energy, eV: -8.3

Geometry as ORCA input:
```
! wB97M-V def2-TZVPD RIJCOSX def2/J DEFGRID3
* xyz 0 1
C 1.5392 -1.5758 -0.0215
C 2.6804 -0.9492 0.7321
N 0.6610 -0.3010 -0.9074
N 0.1856 -0.4854 -2.2405
H 1.2739 0.5148 -0.9291
H 0.9129 -0.9176 -2.8068
H -0.5856 -1.1476 -2.1547
H 0.9406 -2.2507 0.5877
H 1.8615 -2.1535 -0.8920
H 3.2881 -0.3215 0.0832
H 2.2921 -0.3398 1.5432
H 3.3152 -1.7347 1.1498
C -0.9855 1.5909 0.1043
C -2.0491 2.1251 1.0625
C -0.7108 0.1006 0.3255
N -1.7815 -0.7246 -0.1246
O -0.1238 -0.2533 1.4050
H -2.5489 -0.2652 -0.5874
H -1.8903 -1.5615 0.4315
H -1.2734 1.7499 -0.9407
H -0.0463 2.1210 0.2801
H -3.0136 1.6466 0.8916
H -2.1867 3.1970 0.9179
H -1.7546 1.9356 2.0904
*
```



*2*
Entry from the OMol25 dataset: a structure of composition C5H15N3O (ωB97M-V with the def2-TZVPD basis set).

Output
HOMO energy, eV: -7.0

Geometry as ORCA input:
```
! wB97M-V def2-TZVPD RIJCOSX def2/J DEFGRID3
* xyz 0 1
C -0.0549 0.5514 0.2616
C 0.6905 -0.6717 0.0985
C -1.7207 -0.1926 -0.3065
C 3.3279 0.2789 -0.4194
C -2.0681 0.5117 -1.5985
N 2.2139 0.2234 0.4856
N 0.4648 -1.7063 1.0106
N -2.6063 0.1232 0.7971
O -0.2584 0.9777 1.5491
H -1.1872 0.7147 1.7812
H 2.2566 0.7786 1.3334
H 0.1846 1.3479 -0.4434
H 0.8397 -1.0038 -0.9252
H -1.7306 -1.2751 -0.4562
H 0.3868 -1.3552 1.9581
H 1.1634 -2.4340 0.9516
H -3.0911 -0.7042 1.1231
H -3.2563 0.8852 0.6223
H 4.2152 -0.2523 -0.0349
H 3.6239 1.3177 -0.6255
H 3.0826 -0.1919 -1.3774
H -3.1018 0.3073 -1.9032
H -1.4122 0.1768 -2.4006
H -1.9621 1.5926 -1.4812
*
```



What should be chosen as the most stable of them? Choose *1*.